Here is a 2-piece molecular cluster, C30H64BNO9P overall from the OMol25 dataset. Energies are from ωB97M-V/def2-TZVPD.

```
! RIJCOSX wB97M-V def2-TZVPD def2/J DEFGRID3
* xyz 1 1
C -2.19 -5.63 6.87
C -2.68 -4.62 5.81
C -1.84 -4.62 4.54
C -2.52 -3.87 3.38
C -1.65 -2.78 2.72
C -1.79 -2.69 1.20
C -1.49 -1.28 0.68
C -1.14 -1.25 -0.81
C -1.25 0.17 -1.41
C -0.10 0.53 -2.37
C 0.87 1.53 -1.76
C 2.33 1.61 -2.19
C 3.15 0.34 -2.24
C 4.10 0.31 -3.44
C 4.89 -0.98 -3.53
C 5.66 -1.11 -4.85
C 4.75 -1.03 -6.08
O 5.12 -1.86 -7.16
C 6.47 -1.75 -7.60
C 6.89 -0.36 -8.04
C 2.82 2.79 -1.33
O 4.08 3.19 -1.85
C 3.00 2.50 0.16
C 3.24 3.76 1.01
C 2.16 4.05 2.08
C 1.49 5.42 1.98
O 2.20 6.34 2.83
C 2.69 7.44 2.19
O 3.85 7.63 2.01
C 1.71 3.80 -1.66
N 0.44 3.00 -1.84
B -0.44 3.43 -3.03
C 0.10 3.64 -4.47
O -1.73 3.60 -2.66
H -1.31 -6.17 6.53
H -2.96 -6.37 7.09
H -1.94 -5.14 7.81
H -2.66 -3.62 6.26
H -3.72 -4.83 5.57
H -0.89 -4.14 4.78
H -1.60 -5.64 4.26
H -3.40 -3.37 3.80
H -2.88 -4.57 2.62
H -1.94 -1.81 3.13
H -0.60 -2.91 2.98
H -1.11 -3.40 0.73
H -2.81 -2.97 0.94
H -0.63 -0.91 1.24
H -2.36 -0.65 0.87
H -1.81 -1.91 -1.36
H -0.13 -1.63 -0.93
H -2.20 0.23 -1.96
H -1.31 0.89 -0.59
H -0.47 0.84 -3.34
H 0.48 -0.37 -2.55
H 0.86 1.33 -0.69
H 2.30 2.04 -3.20
H 2.51 -0.54 -2.30
H 3.75 0.22 -1.33
H 4.79 1.15 -3.34
H 3.52 0.51 -4.35
H 5.64 -0.95 -2.73
H 4.25 -1.85 -3.39
H 6.24 -2.03 -4.86
H 6.40 -0.30 -4.89
H 4.65 0.00 -6.41
H 3.75 -1.36 -5.79
H 6.53 -2.42 -8.45
H 7.17 -2.14 -6.86
H 7.98 -0.32 -8.07
H 6.54 -0.13 -9.05
H 6.57 0.43 -7.36
H 4.24 4.12 -1.68
H 2.15 1.96 0.58
H 3.86 1.85 0.27
H 3.36 4.65 0.38
H 4.19 3.64 1.52
H 2.64 4.04 3.06
H 1.39 3.28 2.11
H 0.46 5.38 2.31
H 1.50 5.82 0.96
H 1.90 8.14 1.88
H 2.03 4.23 -2.61
H 1.57 4.64 -0.99
H -0.13 3.19 -1.02
H 0.06 2.72 -5.05
H 1.11 4.03 -4.55
H -0.57 4.35 -4.97
H -2.36 3.18 -3.27
C -8.76 -4.27 5.05
O -8.34 -3.23 4.13
P -6.98 -2.49 4.44
O -5.84 -3.33 4.80
O -7.30 -1.42 5.57
C -8.59 -0.80 5.66
O -6.85 -1.67 3.10
C -5.66 -0.88 2.92
H -9.84 -4.25 5.08
H -8.41 -5.23 4.67
H -8.36 -4.10 6.05
H -9.23 -1.37 6.33
H -9.07 -0.73 4.68
H -8.45 0.20 6.06
H -4.95 -1.04 3.74
H -5.94 0.17 2.88
H -5.20 -1.18 1.98
*
```

Electronic energy, Eh: -2279.4895
Molecular weight, g/mol: 624.63
HOMO-LUMO gap, eV: 8.5